Record 1
Computed, not measured: an isolated molecule of C5H6N2O2 at a distorted geometry, with ωB97M-V with the def2-TZVPD basis set.

Summary:
**SMILES**: [H]/N=C(\O)c1occc1N
**Charge**: 0
**Gap between HOMO and LUMO**: 0.3392 Ha
**Energy relative to the best compared isomer or geometry (same formula, charge and spin)**: 2.931 eV
**LUMO**: 0.81 eV
**E_HOMO**: -8.4 eV

Last column: Löwdin charge in e.
CARTESIAN COORDINATES (ANGSTROEM)
1 O 2.4251 -0.1434 -1.3819  -0.109
2 O -0.1671 1.6292 -0.0335  0.051
3 N 2.5601 0.1469 0.8092  0.140
4 N -0.8643 -1.8593 0.3015  0.121
5 C 0.2359 0.3177 0.0206  -0.211
6 C 1.6219 -0.0282 -0.0130  -0.286
7 C -1.4999 1.6387 0.1094  -0.108
8 C -1.9933 0.3802 0.2758  0.003
9 C -0.8647 -0.5043 0.1854  -0.279
10 H 1.8376 0.2206 -2.0544  0.061
11 H 3.4574 0.1029 0.0196  0.168
12 H -1.9815 2.6124 0.1038  0.131
13 H -0.0145 -2.2943 0.6394  0.107
14 H -1.7320 -2.3259 0.5198  0.100
15 H -3.0209 0.1067 0.4986  0.112

Force components x, y, z for each atom (eV/Å):
O -3.21 -0.20 0.74
O 0.32 0.22 -0.04
N 1.70 -0.54 -1.39
N 0.09 -0.77 -0.03
C -1.69 -1.49 0.03
C 4.67 1.70 -2.34
C -0.30 -0.26 0.19
C -0.03 0.12 -0.08
C 0.44 1.34 0.23
H 0.09 -0.12 -0.44
H -2.51 0.04 3.40
H 0.21 -0.31 -0.02
H -0.38 0.03 -0.10
H 0.31 0.14 0.08
H 0.28 0.10 -0.22

***

Record 2
Computed, not measured: a cluster of 2 separate species, C5H6N2O2S in total at a distorted geometry, with ωB97M-V with the def2-TZVPD basis set.

Summary:
**Charge**: 0
**Gap between HOMO and LUMO (alpha / beta)**: 0.2402 / 0.2185 Ha
**Energy relative to the best compared isomer or geometry (same formula, charge and spin)**: 5.703 eV
**LUMO (alpha / beta)**: -1.50 / -1.50 eV
**E_HOMO (alpha / beta)**: -8.0 / -7.4 eV

Last column: Löwdin charge in e.
CARTESIAN COORDINATES (ANGSTROEM)
1 S 1.8953 -3.7059 -1.2747  0.862
2 O 0.9012 -3.9207 -2.3053  -0.445
3 O 1.2842 -4.0947 -0.0631  -0.428
4 N 0.2717 0.6633 0.2152  -0.108
5 N -1.9735 0.2733 0.5958  0.091
6 C -1.1313 2.3718 1.4155  0.087
7 C -0.9624 1.1696 0.8716  -0.340
8 C -1.5548 -0.4077 -0.4145  -0.125
9 C -0.2050 -0.1321 -0.7089  -0.102
10 C 1.4069 1.3358 0.0097  0.001
11 H 2.2076 0.8260 -0.5920  0.079
12 H -2.1461 -1.0863 -0.9628  0.102
13 H -0.2664 2.9607 1.9017  0.100
14 H -2.0968 2.5109 1.8518  0.056
15 H 0.4323 -0.4834 -1.4537  0.098
16 H 1.9372 1.7194 0.9137  0.073

Force components x, y, z for each atom (eV/Å):
S -2.53 -0.69 -1.61
O 1.62 0.76 -1.06
O 0.90 -0.06 2.69
N -0.82 2.49 -0.27
N -0.87 1.15 0.52
C 2.09 0.37 2.32
C 0.45 -0.41 0.41
C 1.40 -0.22 -0.76
C -1.60 -2.19 -0.46
C 3.62 -0.07 1.86
H -1.35 0.48 -0.04
H -0.70 -0.77 -0.32
H -1.41 -0.75 -1.54
H -0.49 0.36 -0.04
H 0.68 -0.70 -1.12
H -1.00 0.24 -0.60

***

Record 3
Computed, not measured: a cluster of 2 separate species, C5H6N2O2S in total at a distorted geometry, with ωB97M-V with the def2-TZVPD basis set.

Summary:
**Spin multiplicity**: 3
**Charge**: 0
**Gap between HOMO and LUMO (alpha / beta)**: 0.2338 / 0.2966 Ha
**Energy relative to the best compared isomer or geometry (same formula, charge and spin)**: 0.000 eV
**LUMO (alpha / beta)**: 0.52 / -0.49 eV
**E_HOMO (alpha / beta)**: -5.8 / -8.6 eV

Last column: Löwdin charge in e.
CARTESIAN COORDINATES (ANGSTROEM)
1 S 0.0578 -2.1312 0.6017  0.890
2 O -3.7096 -0.3181 -0.4949  0.201
3 O -2.2714 1.0631 0.7096  0.185
4 N 1.2411 1.8752 1.5498  0.050
5 N 1.0315 1.6142 0.4426  -0.238
6 C 0.0456 -0.0567 -1.0820  -0.139
7 C -0.6310 -1.2335 -0.7614  -0.383
8 C 1.2411 0.1438 -0.2144  -0.335
9 C 1.4742 -0.9474 0.7687  -0.394
10 C -2.9433 0.3449 0.0760  -0.424
11 H -0.1460 0.5277 -1.9188  0.084
12 H 1.1820 -0.5314 1.7986  0.082
13 H 2.4837 -1.3645 0.8054  0.087
14 H 0.3627 2.1375 -0.3017  0.185
15 H 2.0797 0.4737 -0.9398  0.157
16 H -1.4982 -1.5971 -1.0393  -0.008

Force components x, y, z for each atom (eV/Å):
S 0.37 0.15 -0.86
O 0.58 0.03 -0.05
O -0.55 -0.83 -0.80
N 1.19 2.12 9.39
N -2.33 -1.58 -11.82
C -0.97 -4.66 2.29
C 5.70 3.69 1.90
C 1.02 2.75 -2.58
C -1.48 0.47 2.34
C -0.20 1.01 1.04
H -0.46 1.07 -1.24
H 1.13 -0.30 -1.29
H -0.44 -0.16 -0.22
H 1.16 -0.96 2.48
H -0.61 -1.21 1.50
H -4.10 -1.57 -2.08

***

Record 4
Computed, not measured: a structure of composition C5H6N2OS at a distorted geometry, with ωB97M-V with the def2-TZVPD basis set.

Summary:
**Charge**: 0
**Gap between HOMO and LUMO**: 0.3379 Ha
**Energy relative to the best compared isomer or geometry (same formula, charge and spin)**: 3.200 eV
**LUMO**: -0.20 eV
**E_HOMO**: -9.4 eV

Last column: Löwdin charge in e.
CARTESIAN COORDINATES (ANGSTROEM)
1 S -3.3427 -1.0732 0.1339  1.119
2 O 0.7415 0.0110 0.3708  -0.259
3 N -1.9560 -2.8069 1.4320  0.021
4 N -1.2496 1.1880 -0.9780  0.201
5 C -1.7076 -0.8478 0.3331  -0.561
6 C 1.6237 0.8100 -0.3286  -0.231
7 C -1.1033 -1.8389 1.0616  -0.142
8 C -1.0324 0.2107 -0.3252  -0.213
9 C -3.1461 -2.5204 1.0400  -0.437
10 H 0.0248 -1.7720 1.1500  0.142
11 H -0.4738 1.6143 -1.4519  0.062
12 H -3.9322 -3.0607 1.3567  0.038
13 H 2.3321 1.1336 0.5491  0.117
14 H 2.1852 0.3958 -1.2275  0.089
15 H 1.0192 1.7063 -0.6630  0.054

Force components x, y, z for each atom (eV/Å):
S -1.27 -0.72 0.20
O -2.78 -0.74 -1.83
N 0.78 -0.46 0.78
N -1.07 0.52 -1.42
C 1.42 0.67 -0.13
C 0.40 1.26 1.48
C 1.78 0.83 -0.99
C 3.78 -0.98 2.65
C 1.15 1.59 -0.76
H -1.72 -0.63 0.34
H 0.43 0.68 -0.04
H -2.79 -1.85 0.68
H -0.68 -0.06 -2.15
H -0.67 0.08 1.11
H 1.21 -0.17 0.08

***

Record 5
Computed, not measured: an isolated molecule of C5H6N2OS at a distorted geometry, with ωB97M-V with the def2-TZVPD basis set.

Summary:
**SMILES**: N#CSN1CCCC1=O
**Charge**: 0
**Gap between HOMO and LUMO**: 0.3533 Ha
**Energy relative to the best compared isomer or geometry (same formula, charge and spin)**: 0.782 eV
**LUMO**: -0.43 eV
**E_HOMO**: -10.0 eV

Last column: Löwdin charge in e.
CARTESIAN COORDINATES (ANGSTROEM)
1 S -2.3329 0.1010 -1.3037  1.012
2 O -1.6712 -1.3050 1.5153  0.076
3 N -0.9508 -1.0119 -3.5011  0.108
4 N -0.8572 0.0157 -0.1625  -0.268
5 C 1.3596 0.2904 0.4437  -0.154
6 C -1.5303 -0.5731 -2.6126  -0.655
7 C 0.5665 -0.3051 1.6074  -0.078
8 C 0.2676 0.8814 -0.4484  -0.214
9 C -0.8086 -0.6309 1.0251  -0.540
10 H 0.4193 0.4227 2.4086  0.127
11 H 0.0309 1.9169 -0.1674  0.123
12 H 0.5153 0.8504 -1.5106  0.108
13 H 1.8940 -0.4960 -0.0939  0.119
14 H 2.0816 1.0421 0.7606  0.112
15 H 1.0162 -1.1986 2.0396  0.124

Force components x, y, z for each atom (eV/Å):
S 2.00 -0.13 2.36
O -0.39 -0.29 0.21
N 0.23 -0.19 -0.47
N -2.18 0.68 -2.72
C 0.07 -0.03 0.06
C -0.05 -0.02 0.11
C 0.10 -0.07 0.08
C 0.19 0.44 -0.15
C 0.20 -0.33 0.55
H -0.04 -0.03 0.02
H 0.07 -0.11 -0.10
H 0.02 0.02 0.08
H -0.06 0.06 0.02
H -0.02 -0.04 -0.05
H -0.12 0.05 -0.01

***

Record 6
Computed, not measured: an isolated molecule of C5H6N2S at a distorted geometry, with ωB97M-V with the def2-TZVPD basis set.

Summary:
**Charge**: 0
**Gap between HOMO and LUMO**: 0.3057 Ha
**Energy relative to the best compared isomer or geometry (same formula, charge and spin)**: 4.694 eV
**LUMO**: 0.10 eV
**E_HOMO**: -8.2 eV

Last column: Löwdin charge in e.
CARTESIAN COORDINATES (ANGSTROEM)
1 S -2.3407 -0.2274 -0.0118  0.834
2 N 2.1405 -0.2505 -0.9009  -0.019
3 N 2.0751 -1.0460 0.1564  0.016
4 C -1.6397 -0.7374 -1.3917  -0.360
5 C 0.3432 0.3069 0.2025  -0.414
6 C -0.9405 0.9227 0.5170  -0.395
7 C 1.1911 0.6348 -0.8410  -0.107
8 C 0.8380 -0.8714 0.6982  -0.118
9 H 0.7705 -1.5726 1.5549  0.124
10 H 1.0862 1.5152 -1.4695  0.132
11 H -2.1617 -1.4894 -2.0477  -0.032
12 H 2.8875 -0.3542 -1.5681  0.159
13 H -0.9267 1.0594 1.6833  0.125
14 H -1.0212 1.7878 -0.0781  0.054

Force components x, y, z for each atom (eV/Å):
S 0.72 -0.13 -0.86
N 1.48 -0.19 0.90
N -0.92 -2.92 -0.49
C -0.51 -0.53 -0.57
C -0.72 0.22 -0.84
C 0.20 -0.97 2.79
C -2.42 2.47 -0.51
C 4.48 -1.03 1.31
H -1.03 1.01 -0.51
H 0.15 -0.49 -0.20
H -0.16 0.71 1.09
H 0.08 0.23 0.27
H -0.78 0.21 -2.27
H -0.57 1.41 -0.12

***

no.,calculated total energy (eV)
1,-12354.690
2,-23187.995
3,-23187.458
4,-21141.898
5,-21144.316
6,-19093.317